# 1
{
  "formula": "C4H9N2O",
  "method": "ωB97M-V/def2-TZVPD",
  "spin_multiplicity": 1,
  "homo_ev": -14.711,
  "lumo_energy_ev": -3.4,
  "gap_ev": 11.34,
  "charge": 1,
  "species": ["C", "C", "C", "C", "N", "N", "O", "H", "H", "H", "H", "H", "H", "H", "H", "H"],
  "positions_angstrom": [[-1.729278, -0.335669, 0.678612], [-1.033462, 2.207153, 0.250341], [1.978681, -0.439967, 0.046804], [-1.130530, 0.911814, 0.181534], [-0.933768, -0.301007, -0.532740], [3.204992, -0.402432, 0.396972], [1.380435, -1.605759, -0.507153], [-1.071834, -0.566840, 1.532750], [-2.818757, -0.383143, 0.777531], [-0.425243, 2.804466, -0.350650], [-1.373851, 2.667206, 1.195240], [1.255952, 0.407158, 0.031725], [-1.477259, -0.419221, -1.362392], [0.008670, -0.753641, -0.571257], [3.625860, -1.314900, 0.253273], [1.710200, -2.504497, -0.307887]],
  "forces_ev_per_angstrom": [[1.071, 2.070, 3.103], [0.203, -0.194, 1.768], [2.785, -1.570, 0.057], [-1.768, -0.174, 0.602], [0.240, -0.151, -1.770], [-2.630, 0.743, -0.318], [-0.857, 0.939, 0.088], [-0.922, -0.983, -0.257], [0.522, -0.686, -0.690], [0.665, 0.786, -1.233], [-0.196, -0.227, -0.782], [1.079, -0.560, 0.207], [-0.197, -0.060, -0.979], [-0.644, -0.730, -0.039], [0.332, -0.094, 0.051], [0.317, 0.891, 0.192]],
  "mulliken_charge": [-0.31, -0.67, 0.18, 0.30, -0.07, -0.49, -0.60, 0.27, 0.32, 0.34, 0.24, 0.24, 0.31, 0.33, 0.25, 0.36]
}

***

# 2
{
  "formula": "C17H15N3OSTa",
  "method": "ωB97M-V/def2-TZVPD",
  "spin_multiplicity": 2,
  "homo_ev": [-14.884, -15.152],
  "lumo_energy_ev": [-8.2, -8.0],
  "gap_ev": [6.68, 7.16],
  "charge": 2,
  "species": ["Ta", "O", "N", "C", "C", "C", "C", "C", "S", "H", "H", "H", "H", "C", "N", "C", "C", "C", "C", "C", "N", "C", "C", "C", "C", "C", "C", "H", "H", "H", "H", "H", "H", "H", "H", "H", "H", "H"],
  "positions_angstrom": [[-0.556431, -0.457681, 0.561593], [-0.576907, -2.256983, -0.333324], [0.481007, -2.925716, -0.853309], [0.234552, -4.139838, -1.376567], [1.278106, -4.841552, -1.914008], [2.549925, -4.275969, -1.906639], [2.751948, -3.017773, -1.364196], [1.680720, -2.330138, -0.826817], [1.778270, -0.728170, -0.126592], [-0.789837, -4.477540, -1.330736], [1.090367, -5.820087, -2.338816], [3.385723, -4.820021, -2.329677], [3.728010, -2.550584, -1.351750], [-0.157777, -0.395015, 3.676222], [-0.605031, 0.399660, 2.512518], [-1.236587, 1.557252, 2.607707], [-1.728033, 2.115760, 1.423229], [-2.339745, 3.298053, 1.084554], [-2.523256, 3.303995, -0.315370], [-2.012883, 2.131602, -0.807511], [-1.512601, 1.368101, 0.230292], [-0.746338, -1.743425, 3.389507], [-0.028142, -2.593157, 2.551250], [-0.564257, -3.837727, 2.187715], [-1.811732, -4.207167, 2.643896], [-2.533144, -3.347972, 3.479802], [-2.006598, -2.122704, 3.851102], [-0.511986, 0.046538, 4.601099], [0.925406, -0.445206, 3.712872], [-1.363878, 2.041317, 3.570368], [-2.638054, 4.072519, 1.786989], [-2.971659, 4.090031, -0.907587], [-1.983562, 1.793603, -1.836534], [1.010204, -2.369619, 2.335553], [0.022475, -4.531665, 1.592616], [-2.221366, -5.175635, 2.380580], [-3.507288, -3.650052, 3.854772], [-2.564719, -1.467835, 4.514897]],
  "forces_ev_per_angstrom": [[0.860, 0.148, 1.037], [-0.626, 0.608, -0.313], [-0.269, 0.089, 0.052], [0.050, 0.059, 0.064], [0.035, -0.236, -0.137], [0.173, 0.005, -0.012], [0.250, -0.084, -0.075], [-0.034, 0.052, -0.093], [-1.104, 0.375, 0.270], [-0.024, 0.058, 0.015], [0.054, 0.094, 0.037], [-0.036, 0.045, 0.020], [-0.020, -0.055, -0.031], [-0.476, 0.319, -0.219], [0.144, 0.232, -0.048], [0.294, -0.432, -0.062], [0.318, -0.332, -0.492], [-0.358, 0.525, 0.128], [-0.089, 0.295, 0.028], [0.041, -0.200, 0.352], [0.526, -1.140, -0.673], [-0.004, -0.185, 0.142], [-0.020, -0.263, -0.131], [0.029, -0.057, 0.044], [0.000, -0.050, -0.024], [-0.083, 0.007, 0.044], [-0.160, 0.035, 0.000], [-0.132, 0.050, 0.139], [0.186, 0.104, -0.081], [-0.017, 0.006, 0.040], [0.085, -0.160, -0.223], [0.044, -0.094, 0.126], [0.052, -0.012, 0.189], [0.124, 0.044, -0.077], [-0.053, 0.102, 0.060], [0.013, 0.083, 0.042], [0.154, 0.036, -0.062], [0.071, -0.072, -0.077]],
  "lowdin_spin": [0.82, 0.07, 0.02, 0.00, 0.00, 0.00, 0.00, 0.02, 0.01, 0.00, 0.00, 0.00, 0.00, 0.00, 0.00, 0.02, 0.00, 0.02, 0.00, 0.03, 0.00, 0.00, 0.00, 0.00, 0.00, 0.00, 0.00, 0.00, 0.00, 0.00, 0.00, 0.00, 0.00, 0.00, 0.00, 0.00, 0.00, 0.00]
}

***

# 3
{
  "formula": "C7H3Cl3O6Se3TeW",
  "method": "ωB97M-V/def2-TZVPD",
  "spin_multiplicity": 1,
  "homo_ev": -15.230,
  "lumo_energy_ev": -9.7,
  "gap_ev": 5.52,
  "charge": 2,
  "species": ["W", "Cl", "C", "C", "C", "Cl", "C", "O", "C", "C", "O", "C", "H", "H", "H", "Se", "Se", "Te", "Se", "O", "Cl", "O", "O", "O"],
  "positions_angstrom": [[-1.870504, -0.697126, 0.616340], [4.410363, 3.004531, -0.751967], [3.101333, 1.960226, -0.417732], [3.367952, 0.599607, -0.148259], [2.359817, -0.300293, 0.117509], [2.683063, -1.951999, 0.427554], [1.033678, 0.147268, 0.120982], [0.048053, -0.700843, 0.308825], [0.760914, 1.520489, -0.125082], [-0.552260, 1.975611, -0.063897], [-1.566975, 1.263247, 0.275835], [1.815019, 2.423275, -0.408218], [4.394605, 0.255217, -0.158956], [-0.784277, 3.012378, -0.306104], [1.600142, 3.465922, -0.602807], [-4.240533, -0.311276, -0.156668], [-4.150333, -1.581018, 1.750537], [-2.882368, 0.259764, 3.033592], [-1.025040, -1.323047, 2.952991], [-1.675807, -1.187165, -1.559213], [-1.686851, -2.674449, -1.393843], [-2.870370, -3.222238, -1.880018], [-0.492066, -3.248363, -1.795440], [-1.777564, -2.689724, 0.164034]],
  "forces_ev_per_angstrom": [[0.267, -0.225, -0.272], [0.015, 0.012, -0.002], [-0.056, -0.020, 0.007], [0.004, -0.010, 0.001], [-0.022, -0.042, 0.002], [0.026, 0.011, -0.009], [-0.036, 0.097, -0.214], [-0.299, 0.080, 0.378], [0.001, -0.079, 0.032], [-0.021, -0.093, -0.128], [0.045, -0.028, -0.053], [0.033, 0.048, 0.015], [0.001, -0.010, 0.002], [0.005, 0.004, 0.046], [-0.001, 0.001, -0.002], [-0.052, -0.075, 0.063], [0.080, 0.139, -0.154], [0.051, -0.081, -0.033], [0.064, 0.009, 0.130], [0.025, 0.406, 0.175], [-0.390, 0.041, -0.034], [0.018, -0.137, -0.170], [0.255, -0.136, -0.069], [-0.012, 0.089, 0.286]],
  "mulliken_charge": [0.52, -0.13, 0.11, -0.35, 0.20, -0.13, 0.61, 0.16, 0.52, 0.09, -0.35, -1.09, 0.48, 0.48, 0.48, 0.08, 0.10, 0.36, 0.01, -0.53, 1.80, -0.47, -0.45, -0.50]
}

***

Number 1: DFT total energy -342.18263 Ha. Number 2: DFT total energy -1350.93734 Ha. Number 3: DFT total energy -9639.13411 Ha.